(1)
{"formula": "C19H60N2O20", "method": "ωB97M-V/def2-TZVPD", "species": ["O", "O", "H", "H", "H", "O", "H", "O", "H", "H", "O", "C", "O", "H", "N", "H", "H", "C", "H", "H", "H", "H", "H", "H", "C", "H", "H", "H", "H", "H", "H", "H", "N", "O", "H", "H", "O", "H", "H", "H", "H", "H", "C", "H", "C", "H", "C", "O", "H", "O", "H", "H", "H", "H", "O", "H", "C", "C", "O", "H", "H", "H", "H", "H", "C", "C", "H", "H", "C", "H", "H", "O", "H", "C", "H", "O", "H", "O", "H", "H", "H", "C", "C", "C", "C", "H", "O", "H", "C", "H", "C", "C", "O", "O", "H", "H", "H", "O", "H", "O", "H"], "xyz": [[2.009978, -4.150351, 0.592897], [2.361198, -6.268371, -3.928083], [5.655058, -0.712361, -1.974873], [-2.950662, 3.911339, 2.178727], [4.180118, 0.495439, 1.929487], [2.059348, -0.569391, 3.168977], [-3.966692, 0.953449, -6.188653], [-2.309492, -2.426811, 0.265557], [4.740458, -0.763831, -3.520013], [2.521088, 2.329219, 2.783647], [-0.095832, 1.485599, -5.412243], [4.038658, 0.983809, 2.893637], [-0.167272, 0.717489, 0.854107], [-2.681372, 0.311589, 2.386557], [1.487358, -0.637061, 0.267477], [2.696638, -4.458391, 0.001417], [2.791958, 0.786659, 4.636557], [0.026798, 3.726329, 4.260397], [-0.741312, 4.112089, 3.590107], [0.004248, 2.204099, 3.221057], [5.037388, 1.114049, 3.310377], [-2.834162, -0.496091, -4.971383], [0.664678, -3.509621, -3.163193], [-1.497462, 2.546579, 5.095417], [-0.690802, 3.172309, 5.477307], [-0.300042, 2.412399, -5.556963], [-1.457602, 1.856499, -4.115743], [-0.000272, -5.115671, -3.370393], [-0.753052, -2.899401, 1.433727], [-0.749482, 0.266709, -3.911293], [0.848058, 2.054459, 5.562407], [2.191018, -3.217191, 0.705477], [-0.134312, -0.374991, -1.174543], [-1.896552, 2.084439, 2.120597], [-0.593152, -5.321101, 0.680417], [2.196788, 3.647629, -2.025563], [4.950828, -2.615521, -2.620733], [-3.747232, 0.013539, 4.077347], [2.920098, -4.394951, -3.987093], [4.022608, -2.804671, -2.776373], [-6.419812, 1.821419, 2.940667], [-2.300062, -1.576451, 0.710957], [4.882218, -1.228641, -2.544333], [1.317698, -0.469251, 3.770247], [1.343638, 3.636279, 0.010917], [0.406338, 3.028729, -2.779883], [3.158128, 0.168279, 3.817027], [-5.549702, 1.540069, 2.648517], [-4.799312, 2.702329, 1.209717], [-4.591522, 2.883569, 0.290157], [2.262148, -0.954971, -2.903893], [-5.949362, -0.274831, 1.918017], [-2.013912, -0.148051, -6.335103], [-4.512852, -1.490771, 3.357437], [2.573498, -1.416311, -2.121693], [-1.019102, -0.004491, -1.490713], [-4.265772, -0.436711, 3.230887], [-5.587232, 0.169489, 2.845127], [0.714788, 2.697169, 3.637727], [3.606218, 0.255439, -1.546623], [2.308258, 3.680749, 0.516507], [1.698528, 5.528169, -0.432783], [-0.334832, -3.941191, -5.206063], [2.191888, -6.896041, -3.221713], [-1.452392, -4.708031, 0.408477], [0.755298, -4.425931, -3.746503], [2.022678, -0.823631, -0.568423], [3.972668, -1.234081, -0.698933], [2.179498, -4.957961, -3.419083], [-3.173152, 3.887379, -0.465173], [-2.358042, -4.918471, 0.977357], [-3.285482, 1.377759, -5.661863], [0.482058, -1.007941, -1.663983], [-2.326622, 0.357189, -5.421293], [3.856708, -0.529601, 4.278587], [0.473318, 2.495799, -1.984203], [-6.373412, -0.065361, 3.562667], [-1.860632, -4.998271, -0.924013], [-0.262672, -3.050081, -0.102773], [-1.308702, 1.609149, 1.528877], [-2.545362, -4.351591, -1.109873], [-1.167182, -3.225451, 0.479637], [-3.210222, 2.985069, 0.145197], [3.745868, -0.817291, -1.680233], [0.328788, 0.004159, -0.008773], [-1.591832, 3.809389, 1.204257], [0.600938, -4.125571, -5.096773], [2.445488, -4.881721, -2.364793], [-2.473992, 3.229139, 1.474827], [1.762648, -0.316781, 1.184937], [1.688468, 2.949619, -1.360363], [-1.164172, 0.952759, -4.649843], [3.463568, 2.321319, 2.601227], [0.941358, 4.967849, -0.247493], [0.647868, 3.020999, 0.581387], [0.784978, 4.412519, 4.637767], [2.326818, 2.104849, -1.101573], [-3.358892, -0.324131, 2.144847], [-1.001732, 3.978749, 6.141447], [0.244658, 2.416809, 6.215247], [-2.766652, 2.157529, -0.408443]], "forces_ev_per_a": [[-0.174, -0.347, 0.172], [0.148, -0.678, 0.292], [1.232, -0.647, -0.586], [-0.694, -0.643, 0.180], [-0.100, -0.332, -0.027], [1.366, 1.186, 0.702], [-0.261, 0.259, -0.088], [-0.498, -0.884, -1.343], [0.374, 0.012, -0.245], [-0.371, -0.155, 0.149], [0.415, -0.534, -0.868], [-1.740, 1.675, -0.925], [-1.139, 0.954, 0.470], [0.024, 0.590, -0.186], [-0.037, 0.457, 0.916], [0.202, -0.070, -0.185], [-0.198, 0.182, -0.149], [-0.526, 0.831, 1.134], [0.338, 0.709, -0.110], [-0.130, -0.655, -0.749], [-0.177, 0.229, 0.288], [0.112, 0.074, 1.152], [-0.177, 0.285, 0.288], [-0.454, -0.042, 0.362], [0.725, 0.016, -0.114], [0.097, 0.031, -0.206], [-1.110, -0.507, 0.650], [-0.022, -0.247, -0.012], [-0.074, -0.610, 0.751], [0.074, -0.214, -0.231], [0.195, -0.187, -0.179], [-0.074, 0.485, 0.028], [-1.531, 0.479, -0.854], [-1.624, 0.534, 1.629], [-0.120, 0.152, -0.051], [0.263, -0.036, 0.194], [0.478, -0.087, 0.145], [-0.686, -0.116, 0.506], [-0.144, 0.516, 0.080], [-0.346, -0.792, -0.151], [0.135, 0.638, -0.190], [0.219, -0.026, 0.337], [-0.027, 1.940, 0.260], [-0.268, -0.121, -0.173], [2.198, -0.047, -2.129], [-0.297, -0.177, -0.247], [0.343, -0.774, -0.113], [-0.151, 1.559, 0.469], [-0.174, -0.529, 0.070], [-1.264, -0.612, 0.235], [-0.316, 0.530, -1.008], [0.368, -0.483, -0.246], [0.595, 0.609, -0.479], [0.413, -0.218, 0.469], [-1.117, -1.210, 0.239], [0.411, -0.249, -0.426], [0.169, -0.013, -1.009], [-0.489, -0.988, -0.116], [0.514, -0.961, -0.574], [0.319, 0.258, -0.317], [0.008, -0.258, 0.578], [0.128, -0.306, 0.064], [-0.060, 0.160, -0.302], [-0.121, -0.068, -0.048], [-1.363, 0.901, -0.372], [1.353, 0.163, 1.709], [0.402, -0.256, 0.752], [-0.206, -0.064, 0.276], [-0.686, 0.175, -1.504], [1.090, 0.077, -0.143], [0.323, -0.220, 0.919], [-0.042, 0.034, -0.368], [-0.786, 0.047, -0.619], [0.039, -0.428, -0.194], [-0.232, -0.542, 0.089], [0.692, 0.314, 0.058], [0.148, -0.225, 0.524], [0.446, -0.496, -0.611], [-0.450, 0.388, -1.178], [0.571, -0.295, -1.083], [-0.139, 0.117, -0.221], [1.524, 0.658, 1.800], [-0.108, 1.165, 0.725], [0.407, -0.035, 0.669], [0.980, -1.356, 0.583], [0.144, 0.412, -0.392], [0.043, -0.346, -0.652], [-0.357, 0.021, 0.165], [2.180, 0.144, -1.226], [1.161, -0.351, -0.127], [-1.487, -0.103, 1.617], [0.076, 0.744, 0.581], [1.420, -1.231, 0.250], [-1.393, 0.430, 0.500], [-0.278, 0.484, -0.136], [-0.195, 0.497, -0.473], [0.089, -0.245, -0.413], [0.012, -0.581, -0.262], [-0.507, -0.059, -0.203], [-0.092, -0.256, 0.678], [0.048, -0.208, 0.109]], "s2": 0.75, "homo_ev": [0.272, -7.221], "orbital_gap_ev": [1.7421, 9.2187], "largest_force_ev_per_a": 3.1, "charge": -1, "lumo_energy_ev": [2.015, 1.998], "multiplicity": 2}

---

(2)
{"formula": "C21H21N2O9S", "method": "ωB97M-V/def2-TZVPD", "species": ["H", "C", "H", "O", "C", "H", "H", "C", "C", "C", "H", "O", "H", "O", "C", "C", "H", "H", "C", "N", "N", "C", "O", "C", "C", "H", "C", "O", "C", "H", "C", "H", "H", "H", "O", "H", "C", "H", "H", "H", "H", "C", "C", "C", "O", "O", "H", "O", "H", "H", "C", "S", "C", "C"], "xyz": [[-3.672897, 1.199604, 1.485101], [2.198705, -1.145335, -0.965150], [0.666669, 0.670996, 2.024951], [0.638078, -4.986896, -0.368667], [-1.888681, -1.285856, -0.911551], [-1.417318, 4.677101, 0.772168], [-4.231144, 0.383142, -0.042986], [2.432601, -0.289329, -2.040316], [-2.786624, -1.723387, -3.082966], [-0.439899, 4.882342, 0.320710], [0.804693, -3.824671, -2.520600], [-1.562440, -0.091165, 2.517768], [2.995586, 0.630782, -1.897040], [4.495782, 0.395464, 0.255792], [1.184224, -2.812463, -2.403798], [1.310559, -1.916084, -3.470164], [3.796710, 2.889550, 0.051855], [-1.038552, -1.404152, 4.041373], [1.265677, -2.874256, 0.209497], [0.890923, -4.173358, 0.546459], [2.327073, -0.924989, 0.422261], [0.117023, 2.606721, 1.271675], [-2.717471, -0.883608, -1.903561], [1.621180, -1.881752, 1.104444], [2.297174, 1.661202, 1.002806], [-1.829802, -2.230500, -3.260278], [1.533982, -2.376203, -1.133324], [3.494993, -0.199888, 2.488326], [2.765373, 2.826554, 0.390018], [-1.618716, 0.227598, 4.518431], [1.924763, -0.658567, -3.291435], [-3.581711, -2.468029, -2.957456], [-3.019568, -1.048876, -3.907808], [-0.908603, 2.535047, 1.634860], [0.853248, -4.477822, 1.763193], [2.013210, 0.021551, -4.142000], [-1.777819, -0.309606, 0.190540], [1.547742, -1.922912, 2.178073], [-0.586171, 5.021682, -0.760099], [2.198976, 4.784703, -0.302800], [-2.784693, -1.014680, 3.934193], [-1.947354, -0.926405, 1.517312], [0.999324, 1.562954, 1.496700], [0.531658, 3.764471, 0.601242], [-2.505305, -1.998554, 1.713494], [-2.196792, 0.943877, 0.038808], [-3.863503, 2.155642, -0.025561], [-1.241179, -2.329716, -0.923516], [-0.065599, 5.833969, 0.720921], [0.925773, -2.197157, -4.455012], [-3.616057, 1.180828, 0.393653], [3.368906, 0.260173, 1.135253], [-1.768970, -0.610205, 3.836453], [1.866264, 3.870470, 0.187757]], "forces_ev_per_a": [[-0.286, -0.054, -0.015], [-0.678, -0.306, -0.179], [-0.061, 0.200, -0.229], [0.563, 1.366, 1.384], [1.056, 0.736, 2.152], [0.218, 0.033, -0.118], [0.064, 0.223, 0.175], [0.058, 0.079, -0.352], [0.277, 0.350, 0.683], [-0.076, 0.126, 0.002], [-0.225, 0.412, -0.050], [0.122, 0.144, 1.225], [-0.287, -0.094, -0.094], [-0.406, 0.138, 0.491], [-0.004, 0.156, -0.697], [0.202, -0.255, 0.346], [-0.202, -0.032, 0.021], [-0.243, 0.112, 0.034], [0.704, 1.760, -0.507], [-1.217, -2.156, 0.932], [0.508, 1.029, -0.104], [-0.065, 0.445, 0.144], [-0.233, -0.411, -1.362], [0.706, -1.792, -0.497], [0.477, 0.509, 0.120], [-0.244, 0.118, 0.129], [0.381, 0.063, 0.636], [0.177, 0.438, -0.261], [-0.345, -0.174, -0.101], [0.012, -0.067, -0.019], [0.128, -0.264, 0.456], [0.175, 0.104, -0.043], [-0.045, -0.104, 0.007], [0.298, -0.160, -0.206], [0.041, 0.461, -1.828], [0.055, -0.201, 0.321], [0.532, -3.808, 0.367], [0.164, 0.151, -0.014], [0.037, -0.104, 0.255], [-0.026, -0.183, 0.065], [0.293, 0.039, 0.029], [-0.740, -0.048, -2.573], [0.088, -0.236, -0.074], [0.184, -0.263, 0.036], [0.763, 0.024, 1.028], [-1.936, 3.148, -0.218], [-0.137, -0.004, 0.034], [-1.068, 0.009, -0.747], [-0.077, -0.169, -0.057], [0.230, 0.082, 0.322], [1.640, -0.435, -0.470], [-1.448, -1.050, -0.407], [-0.090, 0.001, -0.282], [-0.015, -0.087, 0.110]], "homo_ev": -2.984, "orbital_gap_ev": 5.4762, "largest_force_ev_per_a": 3.9, "charge": -1, "de_lowest_kcal_mol": 39.38, "lumo_energy_ev": 2.493}

---

(3)
{"formula": "C19H42ClIrN6O3P2", "method": "ωB97M-V/def2-TZVPD", "species": ["O", "N", "H", "H", "N", "C", "Cl", "H", "H", "O", "H", "C", "H", "H", "H", "H", "N", "H", "H", "H", "H", "H", "H", "H", "H", "P", "C", "H", "H", "H", "H", "C", "H", "C", "H", "H", "C", "H", "O", "H", "H", "H", "H", "N", "C", "H", "P", "C", "C", "C", "H", "N", "H", "H", "H", "Ir", "H", "C", "C", "H", "C", "H", "C", "C", "H", "N", "C", "C", "C", "H", "H", "H", "C", "H"], "xyz": [[-1.337764, -0.538450, 1.181867], [-0.985616, -0.380021, 3.755913], [0.320695, -3.582640, 2.871267], [-1.530937, 2.074199, 2.347968], [-0.276371, -1.171904, -3.347196], [-0.216616, 4.136648, -1.690449], [-1.831778, 3.667804, -2.069461], [0.074386, -2.126382, -3.355493], [2.351288, 0.953623, 2.747448], [1.298264, -1.185792, -0.386897], [-1.424168, 0.981305, -3.705245], [0.123936, 5.470105, -1.729437], [3.695367, -1.316881, -0.471483], [-3.366858, -1.685860, -3.009515], [4.258420, -3.626074, 2.275737], [3.333847, 5.235860, -0.661732], [-3.092725, -0.132445, -1.635764], [4.872941, -2.435625, 0.240267], [-0.639687, 2.638866, 0.919431], [-0.530489, 1.409506, -1.616179], [-0.848479, -2.783279, -0.753631], [-3.803056, 1.201484, -3.954493], [1.663783, 6.918886, -1.403210], [-1.856544, 0.852463, -5.404126], [-0.211246, 3.247086, 2.534797], [-0.353340, -0.221004, 2.247166], [1.405272, 5.872909, -1.373136], [-1.849656, -1.819321, -4.580300], [-3.256746, 0.874532, -1.603283], [-1.838791, -2.164943, 4.491055], [-3.580871, -0.530165, -0.835409], [3.374550, -3.004421, 2.425611], [2.765035, 2.856730, -0.678710], [-2.132589, -1.222771, 4.019765], [-4.801153, -0.681095, -2.764854], [0.536881, -0.568831, -3.463357], [1.778923, 1.488871, 1.988844], [-0.726470, -4.541696, -0.407799], [0.937190, -1.213617, 2.181307], [-0.290644, -4.942673, 1.916641], [1.976120, 2.555224, 2.080928], [-1.231279, -3.433709, 2.030565], [2.561539, -3.633349, 2.777391], [0.360693, 1.268917, 2.184563], [-3.710496, -0.657926, -2.872276], [4.517986, -0.906104, 1.052231], [1.442290, -1.995472, 0.842320], [-0.222378, -3.855118, 1.970517], [2.346715, 4.925044, -0.965714], [-1.149947, -0.984076, -4.527284], [0.366165, -0.974177, 5.264469], [0.492605, -3.372123, 0.803207], [0.604816, 0.657651, 4.607655], [2.117353, 1.154757, 1.005347], [-2.826448, -0.712237, 4.690494], [-0.880445, -0.630951, -1.135207], [3.610453, -2.258118, 3.190965], [-0.147328, -3.621865, -0.461687], [-0.141810, -0.079134, 4.894987], [-0.598775, 6.202223, -2.053074], [4.081872, -1.717471, 0.461717], [-2.639783, -1.428180, 3.079976], [0.736443, 3.130308, -1.344591], [2.032123, 3.594291, -0.968636], [-0.748812, 0.329464, 5.703142], [3.006168, -2.387679, 1.166079], [-3.395198, 0.198342, -4.096704], [0.474665, 1.777360, -1.366262], [-0.551687, 2.374899, 1.977314], [0.610960, -3.714064, -1.239061], [1.276056, 1.088705, -1.172930], [-3.925065, -0.240204, -4.943122], [-1.911606, 0.342252, -4.443625], [-0.542151, -1.002472, -5.437620]], "forces_ev_per_a": [[-0.444, -0.150, -1.710], [0.181, 0.226, -1.268], [-0.071, -0.093, 0.107], [-0.108, 0.247, -0.017], [-0.062, 0.552, 1.464], [-0.268, -0.245, -0.081], [0.112, 0.101, -0.004], [0.049, 0.058, 0.214], [0.087, 0.104, -0.053], [-0.986, 1.062, -1.491], [0.103, 0.094, -0.022], [-0.188, 0.059, -0.177], [0.160, 0.032, -0.048], [-0.063, 0.081, 0.053], [-0.103, -0.044, -0.023], [0.084, 0.081, -0.020], [1.556, -0.222, 0.558], [-0.050, 0.003, -0.023], [-0.098, 0.039, 0.073], [0.418, -0.071, -0.498], [0.262, -0.756, 0.195], [-0.160, 0.012, -0.010], [0.025, 0.141, -0.001], [0.099, 0.093, 0.020], [-0.066, 0.019, 0.052], [0.951, 0.454, 1.390], [-0.086, -0.506, 0.094], [0.123, -0.032, 0.020], [0.147, -0.156, 0.142], [0.013, -0.010, -0.045], [0.129, 0.094, 0.010], [0.001, -0.123, 0.216], [0.111, -0.053, 0.026], [-0.347, -0.267, -0.008], [0.165, -0.068, 0.130], [-0.037, -0.210, -0.003], [0.184, -0.178, -0.009], [0.111, -0.071, 0.004], [-0.087, 0.255, -0.402], [-0.019, 0.058, 0.069], [0.041, 0.010, 0.076], [-0.019, -0.018, 0.005], [0.040, -0.116, 0.108], [-0.335, -0.990, -0.115], [-0.100, -0.037, -0.473], [-0.019, 0.023, 0.024], [0.087, -1.991, 1.669], [-0.073, -0.033, 0.213], [0.363, 0.009, -0.001], [-0.355, 0.374, -0.175], [-0.006, -0.014, 0.004], [0.711, 1.261, 0.319], [0.020, 0.038, 0.129], [0.108, 0.012, -0.051], [0.045, 0.021, -0.037], [-0.843, -0.225, 0.336], [-0.052, -0.002, -0.022], [-0.430, 0.123, -0.771], [0.207, 0.062, 0.274], [-0.140, 0.024, 0.040], [0.241, 0.208, -0.179], [-0.104, -0.075, 0.085], [0.173, 0.635, 0.682], [-0.103, -0.030, 0.006], [0.004, 0.038, -0.031], [-0.887, 0.507, -0.547], [0.231, -0.136, 0.285], [-0.333, 0.343, -0.752], [-0.156, 0.136, 0.007], [-0.110, -0.134, -0.132], [0.153, -0.310, 0.035], [-0.038, 0.009, -0.012], [-0.137, -0.211, -0.094], [-0.016, -0.125, 0.170]], "homo_ev": [-12.616, -12.617], "orbital_gap_ev": [4.6576, 4.6585], "largest_force_ev_per_a": 2.6, "charge": 2, "de_lowest_kcal_mol": 42.47, "lumo_energy_ev": [-7.959, -7.959]}